[1]
C2H4N4 | ωB97M-V/def2-TZVPD

Summary:
E_LUMO = 0.56 eV
HOMO energy = -8.49 eV
calculated total energy = -8094.51881 eV
relative energy (zero: lowest compared OMol25 entry of this formula, charge and spin) = 462.7 kJ/mol
Kohn-Sham gap = 9.05 eV

```
! wB97M-V def2-TZVPD RIJCOSX def2/J DEFGRID3
* xyz 0 1
C 1.51488 -0.56166 -0.63578
N 0.16713 -0.36312 -0.07488
N -0.95030 -0.97692 0.19257
C -1.69926 0.00172 0.72881
N -1.07097 1.18506 0.79331
N 0.08761 0.89467 0.27729
H 2.01709 -1.32327 -0.03292
H 1.15568 1.12753 -0.06868
H 1.39992 -0.91900 -1.66271
H -2.71165 -0.14828 1.07538
*
```

---

[2]
C2H4N4 | ωB97M-V/def2-TZVPD

Summary:
E_LUMO = 0.92 eV
SMILES string = Nc1cn[nH]n1
HOMO energy = -9.29 eV
calculated total energy = -8097.03973 eV
relative energy (zero: lowest compared OMol25 entry of this formula, charge and spin) = 219.4 kJ/mol
Kohn-Sham gap = 10.21 eV

```
! wB97M-V def2-TZVPD RIJCOSX def2/J DEFGRID3
* xyz 0 1
N -0.78251 -1.60305 0.38147
C -0.48284 -0.23939 0.14046
C 0.83886 0.16717 0.55479
N 1.17887 1.28820 0.00837
N 0.10132 1.78291 -0.58151
N -1.07133 0.74204 -0.50375
H 0.01301 -2.15886 0.05537
H -1.63665 -1.99959 0.00767
H 1.39044 -0.23168 1.38603
H 0.45083 2.25226 -1.44890
*
```

---

[3]
C2H4N4 | ωB97M-V/def2-TZVPD

Summary:
E_LUMO (alpha / beta) = 0.44 / 0.44 eV
HOMO energy (alpha / beta) = -7.41 / -7.41 eV
calculated total energy = -8094.82982 eV
relative energy (zero: lowest compared OMol25 entry of this formula, charge and spin) = 432.7 kJ/mol
Kohn-Sham gap (alpha / beta) = 7.85 / 7.85 eV

```
! wB97M-V def2-TZVPD RIJCOSX def2/J DEFGRID3
* xyz 0 1
C 0.40150 1.15352 -0.92630
C -0.55673 -0.77957 -1.89537
N -0.21776 0.36775 -1.75085
N 0.49864 0.79486 0.36654
N -0.01586 -0.32603 0.69845
N 0.28036 -0.73042 1.94625
H 0.82402 2.09063 -1.23512
H -1.49220 -1.23594 -2.11563
H -0.45659 -1.28380 2.35605
H 0.73464 -0.05101 2.55599
*
```

---

[4]
C2H4N4 | ωB97M-V/def2-TZVPD

Summary:
E_LUMO = 0.90 eV
HOMO energy = -9.19 eV
calculated total energy = -8095.36385 eV
relative energy (zero: lowest compared OMol25 entry of this formula, charge and spin) = 381.1 kJ/mol
Kohn-Sham gap = 10.10 eV

```
! wB97M-V def2-TZVPD RIJCOSX def2/J DEFGRID3
* xyz 0 1
N -0.13551 0.46754 1.79073
C -0.62069 -0.46631 0.94381
C -1.06418 -1.31041 0.20043
N 0.44310 0.28336 -2.29397
N 1.19143 0.58901 -1.36588
N 1.93173 0.94813 -0.58745
H -0.80981 1.15675 2.09330
H 0.74727 0.88105 1.51656
H -1.46405 -2.13348 -0.34815
H -0.21928 -0.41563 -1.94937
*
```

---

[5]
C2H4N4 | ωB97M-V/def2-TZVPD

Summary:
E_LUMO (alpha / beta) = 0.72 / -3.18 eV
HOMO energy (alpha / beta) = -5.23 / -10.48 eV
⟨S²⟩ = 2.031
calculated total energy = -8091.23927 eV
relative energy (zero: lowest compared OMol25 entry of this formula, charge and spin) = 287.1 kJ/mol
Kohn-Sham gap (alpha / beta) = 5.94 / 7.29 eV

```
! wB97M-V def2-TZVPD RIJCOSX def2/J DEFGRID3
* xyz 0 3
C -1.48998 -0.29031 -1.31681
C 1.57632 0.10885 0.98860
N -0.20732 -0.54946 -1.10645
N -2.03150 0.39193 -0.29447
N -1.08458 0.56462 0.56572
N -0.03134 -0.00195 0.06514
H -2.03577 -0.58189 -2.18686
H 2.17251 -0.62894 0.47676
H 1.86259 1.13102 0.82284
H 1.26907 -0.14387 1.98552
*
```

---

[6]
C2H4N4 | ωB97M-V/def2-TZVPD

Summary:
E_LUMO = -11.92 eV
HOMO energy = -23.76 eV
calculated total energy = -8073.54028 eV
relative energy (zero: lowest compared OMol25 entry of this formula, charge and spin) = 228.9 kJ/mol
Kohn-Sham gap = 11.84 eV

```
! wB97M-V def2-TZVPD RIJCOSX def2/J DEFGRID3
* xyz 2 1
C -1.26260 -0.06635 -0.40974
C 0.52074 -0.02919 0.46845
N 1.65682 -1.98202 -0.55770
N 1.38871 2.25189 0.30443
N 1.14381 -1.13708 -0.09389
N 1.11977 1.18939 0.22724
H -1.95264 0.19124 0.43894
H -1.40616 0.66582 -1.18309
H -1.56367 -1.13776 -0.79878
H 0.35524 0.05406 1.60414
*
```

---

[7]
C2H4N4O | ωB97M-V/def2-TZVPD

Summary:
E_LUMO = 0.87 eV
HOMO energy = -9.21 eV
calculated total energy = -10142.25468 eV
relative energy (zero: lowest compared OMol25 entry of this formula, charge and spin) = 470.9 kJ/mol
Kohn-Sham gap = 10.08 eV

```
! wB97M-V def2-TZVPD RIJCOSX def2/J DEFGRID3
* xyz 0 1
N -1.31769 -0.28550 -1.73275
C -0.05355 -0.44401 -1.31404
N 0.99659 0.35996 -0.87903
N 0.99524 0.55800 0.51508
C 0.02371 0.18156 1.33115
O 0.42952 0.49437 2.57940
N 0.95228 -1.18991 -1.24441
H -1.82153 0.50649 -1.36439
H -1.85637 -1.12030 -1.90962
H 1.85852 0.98767 0.83527
H -0.26277 0.20763 3.18492
*
```

---

[8]
C2H4N4O | ωB97M-V/def2-TZVPD

Summary:
E_LUMO = 0.30 eV
HOMO energy = -9.41 eV
calculated total energy = -10141.98379 eV
relative energy (zero: lowest compared OMol25 entry of this formula, charge and spin) = 497.0 kJ/mol
Kohn-Sham gap = 9.71 eV

```
! wB97M-V def2-TZVPD RIJCOSX def2/J DEFGRID3
* xyz 0 1
C -0.81074 -0.20595 -0.40886
C 0.71833 0.62235 0.61402
H -2.77342 0.14696 -1.03475
H -2.27037 -1.83794 -0.36452
H 2.05117 1.33517 2.05320
H 0.46864 -1.17629 -1.53649
N -1.95719 -0.71392 -0.81133
N -0.52836 0.91142 0.06886
N 1.13244 1.39346 1.38262
N 0.28215 -1.24135 -0.56481
O 1.32189 -0.42671 -0.10947
*
```

---

[9]
C2H4N4O | ωB97M-V/def2-TZVPD

Summary:
E_LUMO = -0.62 eV
HOMO energy = -9.12 eV
calculated total energy = -10138.43478 eV
relative energy (zero: lowest compared OMol25 entry of this formula, charge and spin) = 839.4 kJ/mol
Kohn-Sham gap = 8.50 eV

```
! wB97M-V def2-TZVPD RIJCOSX def2/J DEFGRID3
* xyz 0 1
C -0.11112 0.27082 -0.25011
C -1.23061 0.57226 0.46248
H -0.60101 0.20438 -2.57613
H 1.41889 0.95825 -1.34325
H -2.11877 1.21266 0.20461
H 1.20848 -1.89672 0.26115
N 0.36853 0.21901 -1.51066
N -1.06684 0.25482 1.74913
N 0.07867 -0.37917 1.95257
N 0.43603 -0.54294 0.68289
O 1.61776 -0.87338 0.36731
*
```

---

[10]
C2H4N4O | ωB97M-V/def2-TZVPD

Summary:
E_LUMO = 0.68 eV
SMILES string = [H]/N=c1/ocnn1N
HOMO energy = -8.54 eV
calculated total energy = -10142.75337 eV
relative energy (zero: lowest compared OMol25 entry of this formula, charge and spin) = 422.7 kJ/mol
Kohn-Sham gap = 9.22 eV

```
! wB97M-V def2-TZVPD RIJCOSX def2/J DEFGRID3
* xyz 0 1
H 0.12565 2.37138 0.05852
N -0.93373 2.04205 -0.01134
C -0.68913 0.75262 -0.06451
O -1.83983 -0.08230 -0.14199
C -1.30416 -1.32211 0.04954
N -0.02631 -1.30182 -0.13232
N 0.39765 -0.06396 -0.11083
N 1.79941 0.10798 -0.02058
H -2.24707 -1.88688 0.29437
H 2.49058 -0.24254 -0.81689
H 2.22695 -0.37441 0.89602
*
```

---

[11]
C2H4N4O2 | ωB97M-V/def2-TZVPD

Summary:
E_LUMO = 0.25 eV
SMILES string = N/N=c1\[nH]c(O)no1
HOMO energy = -8.87 eV
calculated total energy = -12189.92741 eV
relative energy (zero: lowest compared OMol25 entry of this formula, charge and spin) = 343.5 kJ/mol
Kohn-Sham gap = 9.12 eV

```
! wB97M-V def2-TZVPD RIJCOSX def2/J DEFGRID3
* xyz 0 1
N 2.41434 -0.94125 -0.00303
N 1.97502 0.43210 0.15348
C 0.76916 0.38862 0.02813
N -0.15826 -0.73378 -0.23297
C -1.35010 -0.26724 0.02408
O -2.56525 -0.91710 0.02011
N -1.29337 1.07806 0.14891
O 0.10423 1.48111 -0.18975
H 2.87179 -1.11652 0.96505
H 3.26835 -0.92269 -0.62706
H -0.15062 -1.80541 -0.07772
H -3.37992 -0.24178 0.31895
*
```

---

[12]
C2H4N4O2 | ωB97M-V/def2-TZVPD

Summary:
E_LUMO = -0.08 eV
SMILES string = Nn1cno/c1=N/O
HOMO energy = -8.52 eV
calculated total energy = -12187.11865 eV
relative energy (zero: lowest compared OMol25 entry of this formula, charge and spin) = 614.5 kJ/mol
Kohn-Sham gap = 8.44 eV

```
! wB97M-V def2-TZVPD RIJCOSX def2/J DEFGRID3
* xyz 0 1
N -0.95676 1.58506 0.24043
N 0.17708 0.66137 -0.14340
C 1.57380 0.88074 -0.13568
N 2.17907 -0.33625 -0.17768
O 1.20009 -1.13959 0.38306
C -0.06943 -0.64878 -0.05074
N -1.16213 -1.22037 -0.05615
O -2.32000 -0.46574 -0.18525
H -0.95591 2.22393 -0.64335
H -0.81860 2.13953 1.04997
H 2.02982 1.76023 -0.34815
H -1.98305 0.49848 0.43520
*
```

---

[13]
C2H4N4O2 | ωB97M-V/def2-TZVPD

Summary:
E_LUMO = 0.79 eV
SMILES string = [H]/N=C1/NO/C(=N\[H])NO1
HOMO energy = -9.65 eV
calculated total energy = -12190.15961 eV
relative energy (zero: lowest compared OMol25 entry of this formula, charge and spin) = 321.1 kJ/mol
Kohn-Sham gap = 10.45 eV

```
! wB97M-V def2-TZVPD RIJCOSX def2/J DEFGRID3
* xyz 0 1
H 3.00162 0.91491 -0.31394
N 2.15338 1.12998 -0.85535
C 1.10191 0.81515 -0.24794
N -0.21277 1.17227 -0.69791
O -0.73013 -0.19494 -0.86033
C -1.10797 -0.77600 0.28703
N -2.00227 -1.71119 0.40509
H -2.59603 -1.79944 -0.45883
N -0.26807 -0.25297 1.31235
O 1.05658 -0.06687 0.82443
H -0.21322 1.61964 -1.61620
H -0.18303 -0.85053 2.22159
*
```

---

[14]
C2H4N4O2 | ωB97M-V/def2-TZVPD

Summary:
E_LUMO = -0.92 eV
SMILES string = [H]/N=c1\nnon1OC
HOMO energy = -10.66 eV
calculated total energy = -12186.11875 eV
relative energy (zero: lowest compared OMol25 entry of this formula, charge and spin) = 711.0 kJ/mol
Kohn-Sham gap = 9.74 eV

```
! wB97M-V def2-TZVPD RIJCOSX def2/J DEFGRID3
* xyz 0 1
H -2.10775 1.85477 -0.49866
N -1.29640 1.89197 0.03947
C -1.04532 0.62500 0.08429
N -1.81656 -0.76933 -0.13144
N -0.91881 -1.63260 -0.34674
O 0.30270 -1.18365 0.32946
N 0.24684 0.18120 0.66696
O 1.08038 0.73055 -0.43603
C 2.51732 0.08588 -0.10142
H 2.68762 -0.93384 0.05678
H 2.87174 0.58592 0.86550
H 3.14623 0.15403 -1.06591
*
```

---

[15]
C2H4N4OS | ωB97M-V/def2-TZVPD

Summary:
E_LUMO = -0.55 eV
HOMO energy = -8.08 eV
calculated total energy = -20976.40325 eV
relative energy (zero: lowest compared OMol25 entry of this formula, charge and spin) = 444.9 kJ/mol
Kohn-Sham gap = 7.53 eV

```
! wB97M-V def2-TZVPD RIJCOSX def2/J DEFGRID3
* xyz 0 1
C 0.43955 -0.78723 -1.39557
C 0.29291 0.13529 -0.39685
N -0.22554 -2.59741 0.37693
N 0.16422 -0.32190 0.88844
N 0.41026 1.47855 -0.60342
N -0.57271 0.24425 1.73773
O -1.39588 1.16378 1.56550
S 0.33303 -2.48424 -0.98146
H 0.71689 -0.51140 -2.39760
H 0.35084 1.78687 -1.55860
H -0.01775 2.07866 0.08776
H -0.49582 -0.18524 2.67713
*
```

---

[16]
C2H4N4OS | ωB97M-V/def2-TZVPD

Summary:
E_LUMO = 0.36 eV
SMILES string = N/N=C1/ON=CNS1
HOMO energy = -8.90 eV
calculated total energy = -20978.42668 eV
relative energy (zero: lowest compared OMol25 entry of this formula, charge and spin) = 249.7 kJ/mol
Kohn-Sham gap = 9.26 eV

```
! wB97M-V def2-TZVPD RIJCOSX def2/J DEFGRID3
* xyz 0 1
N -0.55647 -0.85579 2.39186
N -1.39081 -0.17549 1.42735
C -0.68110 -0.03124 0.37075
O -1.22699 0.47937 -0.73481
N -0.44871 1.41746 -1.49066
C 0.71124 0.98086 -1.77512
N 1.25193 -0.20385 -1.34042
S 0.98797 -0.62657 0.35061
H -0.59854 -0.30477 3.23924
H -1.04993 -1.72724 2.61281
H 1.26780 1.58865 -2.46984
H 2.21663 -0.34049 -1.60409
*
```

---

[17]
C2H4N4P | ωB97M-V/def2-TZVPD

Summary:
E_LUMO = 4.29 eV
SMILES string = C[P@@H](C#N)=NN=[N-]
HOMO energy = -3.49 eV
calculated total energy = -17386.06654 eV
relative energy (zero: lowest compared OMol25 entry of this formula, charge and spin) = 122.8 kJ/mol
Kohn-Sham gap = 7.78 eV

```
! wB97M-V def2-TZVPD RIJCOSX def2/J DEFGRID3
* xyz -1 1
C 0.89645 -0.05653 0.78299
P -0.91627 0.24172 0.55678
C -0.83522 1.86571 -0.09122
N -0.73140 2.84420 -0.68308
N -0.76410 -0.85318 -1.27171
N -0.29076 -1.81615 -1.72451
N 0.06136 -2.80153 -2.19298
H 1.28661 0.97546 0.80949
H 1.16624 -0.88054 0.06966
H 1.09079 -0.43296 1.90108
H -0.96371 0.91380 1.84350
*
```

---

[18]
C2H4N4S | ωB97M-V/def2-TZVPD

Summary:
E_LUMO = 0.56 eV
HOMO energy = -8.84 eV
calculated total energy = -18931.53152 eV
relative energy (zero: lowest compared OMol25 entry of this formula, charge and spin) = 291.3 kJ/mol
Kohn-Sham gap = 9.40 eV

```
! wB97M-V def2-TZVPD RIJCOSX def2/J DEFGRID3
* xyz 0 1
C 1.00862 0.00109 -0.02796
C -1.10584 -0.01289 -0.10821
H 2.90154 0.01978 1.02825
H 2.24555 -1.64554 -0.18569
H -1.26269 2.02254 -0.45210
H -3.13154 -1.53794 -0.08953
N 2.41323 -0.41628 -0.08776
N 0.64633 1.25112 0.04600
N -0.66134 1.21637 -0.08873
N -0.14668 -0.80370 -0.09019
S -2.90717 -0.09456 0.05592
*
```

---

[19]
C2H4N4S2 | ωB97M-V/def2-TZVPD

Summary:
E_LUMO = 0.20 eV
SMILES string = S=C1NNC(=S)NN1
HOMO energy = -8.25 eV
calculated total energy = -29767.05638 eV
relative energy (zero: lowest compared OMol25 entry of this formula, charge and spin) = 219.3 kJ/mol
Kohn-Sham gap = 8.46 eV

```
! wB97M-V def2-TZVPD RIJCOSX def2/J DEFGRID3
* xyz 0 1
S 3.02839 -0.06099 0.07609
C 1.48724 -0.04445 -0.10697
N 0.65961 -1.17314 -0.18494
N -0.67512 -1.02545 -0.01444
C -1.45645 0.03779 -0.05708
S -3.10732 -0.09029 0.05770
N -0.70244 1.18172 -0.19736
N 0.73002 1.10471 -0.10481
H 1.11333 -2.09060 -0.20914
H -1.19720 -1.90790 0.22735
H -1.12475 2.13950 0.05195
H 1.24468 1.92910 0.46166
*
```

---

[20]
C2H4N6 | ωB97M-V/def2-TZVPD

Summary:
E_LUMO = 0.00 eV
SMILES string = [H]/N=c1/ncn(N)nn1
HOMO energy = -9.14 eV
calculated total energy = -11073.57015 eV
relative energy (zero: lowest compared OMol25 entry of this formula, charge and spin) = 448.2 kJ/mol
Kohn-Sham gap = 9.14 eV

```
! wB97M-V def2-TZVPD RIJCOSX def2/J DEFGRID3
* xyz 0 1
H -3.09167 1.03523 -0.14763
N -3.01659 -0.02978 0.08645
C -1.78274 -0.06900 0.06875
N -0.95265 -1.09033 0.04959
C 0.29904 -0.93801 -0.16089
N 0.87934 0.33198 -0.07393
N 2.25865 0.15058 0.20316
N 0.15231 1.50025 -0.01716
N -1.04185 1.27432 0.07942
H 1.04922 -1.82685 -0.15261
H 2.67855 -0.73345 0.88672
H 2.56839 0.39505 -0.82187
*
```